ORCA calculation (ωB97M-V/def2-TZVPD) on C3H5F2NO2 in the gas phase at a distorted geometry.

XYZ file:
```
13
Properties=species:S:1:pos:R:3
C 1.90809 -0.56453 0.34599
C 0.89389 0.40086 -0.26916
F 0.83495 1.61769 0.34261
F 1.09915 0.56284 -1.58528
C -0.73231 -0.23932 -0.02615
O -0.88314 -1.42910 0.09418
N -1.70496 0.68505 -0.07416
O -2.91856 0.11836 0.28318
H 1.23375 -1.33046 0.78945
H 2.42356 -0.97726 -0.51128
H 2.59266 -0.09923 0.99660
H -1.56297 1.61987 0.15857
H -3.18410 -0.36478 -0.54455
```

Energy   -522.21580 hartree
SMILES string   CC(F)(F)C(=O)NO
Total charge   0
Spin multiplicity   1


ORCA calculation (ωB97M-V/def2-TZVPD) on C3H5F2NS in the gas phase at a distorted geometry.

XYZ file:
```
12
Properties=species:S:1:pos:R:3
C -1.53148 -0.12374 0.51123
C -0.22485 -0.52267 -0.15706
F 0.70366 -1.25710 0.51899
F -0.58922 -1.23816 -1.24131
C 0.56496 0.68151 -0.58229
N 1.16757 0.64764 -1.79658
S 1.04043 1.92777 0.42231
H -2.16924 -0.85960 1.10651
H -1.40070 0.67547 1.20194
H -1.99424 0.18730 -0.34297
H 0.92113 -0.01888 -2.51071
H 1.63921 1.52014 -1.93782
```

Energy   -769.97480 hartree
SMILES string   CC(F)(F)C(N)=S
Total charge   0
Spin multiplicity   1


ORCA calculation (ωB97M-V/def2-TZVPD) on 2 unconnected molecules or ions with the total composition C3H5F3 at a distorted geometry.

XYZ file:
```
11
Properties=species:S:1:pos:R:3
C 1.66818 -0.08535 -0.50684
C 0.45204 0.56735 -0.08730
C -0.91202 -0.05512 0.09639
H 2.40236 0.77561 -1.14330
H 1.16864 -1.01704 -1.23317
H 2.34328 -0.64620 0.65374
H 0.34140 1.63759 -0.56726
H -1.60414 0.34158 0.70023
F 0.71499 1.02039 1.21512
F -1.35696 -0.17841 -1.23173
F -0.68033 -1.24785 0.52508
```

Energy   -416.78155 hartree
Total charge   0
Spin multiplicity   1


ORCA calculation (ωB97M-V/def2-TZVPD) on a molecular structure, C3H5F6NO4S2Zr at a distorted geometry.

XYZ file:
```
22
Properties=species:S:1:pos:R:3
Zr 0.30067 -0.07184 -1.41601
C -0.16031 0.01363 -3.82518
H 0.93711 0.18051 -3.71328
H -0.22699 -0.97016 -4.29498
H -0.45104 0.70361 -4.63650
H -0.93271 0.14583 -2.91052
H -1.35729 -0.21325 -0.79512
F -0.60796 3.87051 1.76878
C -0.89957 2.56209 1.74754
F -1.13759 2.14451 3.00855
F -1.99107 2.35246 0.98601
S 0.56499 1.65447 0.93510
O 0.38199 1.91719 -0.56457
O 1.80005 1.96287 1.56530
N 0.07621 0.08026 0.91574
S 1.05242 -1.29234 1.21684
O 0.93660 -1.75125 -0.26014
O 2.38869 -1.07576 1.72654
C 0.02844 -2.78588 2.01746
F 0.15049 -2.89228 3.35741
F -1.28302 -2.59697 1.72113
F 0.42989 -3.93822 1.44990
```

Energy   -1914.83521 hartree
Total charge   +2
Spin multiplicity   1


ORCA calculation (ωB97M-V/def2-TZVPD) on a molecular structure, C3H5FI2O at a distorted geometry.

XYZ file:
```
12
Properties=species:S:1:pos:R:3
C -0.75853 -0.64640 -1.09754
C 0.47774 0.20102 -0.87399
C 0.06236 0.75080 1.53294
O 1.75509 -0.23066 -0.84759
F 1.15295 1.52552 1.83058
I -1.71968 1.92277 1.75659
I 0.06836 -1.13503 2.52322
H -0.95116 -1.32853 -0.18948
H -0.65093 -1.35509 -2.05214
H -1.52021 0.14822 -1.17260
H 0.28939 1.24135 -1.03211
H 1.79463 -1.09397 -0.37786
```

Energy   -887.67325 hartree
Total charge   0
Spin multiplicity   1


ORCA calculation (ωB97M-V/def2-TZVPD) on C3H5FN2 in the gas phase at a distorted geometry.

XYZ file:
```
11
Properties=species:S:1:pos:R:3
C 1.01992 1.00125 0.21350
C 0.96623 -0.27934 -0.06858
F 2.19900 -0.81721 -0.35954
C 0.03421 -1.40926 0.14142
N -1.30996 -1.06401 0.09092
N -1.61675 0.13231 -0.42474
H 0.28916 1.70320 0.68426
H 1.65176 1.78173 -0.23950
H 0.41377 -2.44519 0.47626
H -2.57476 0.43871 -0.59540
H -1.07258 0.95781 0.08141
```

Energy   -326.55047 hartree
SMILES string   C=C(F)/C=N\N
Total charge   0
Spin multiplicity   1


ORCA calculation (ωB97M-V/def2-TZVPD) on 2 unconnected molecules or ions with the total composition C3H5FN2S at a distorted geometry.

XYZ file:
```
12
Properties=species:S:1:pos:R:3
C -1.84062 -0.34613 0.07297
C 0.53271 -0.95479 -0.38468
C 1.85836 -0.93180 -0.29216
H -0.28220 2.01139 1.29555
H -2.62510 0.40758 -0.40749
H -3.09530 -1.73438 -0.21533
H -0.05479 -1.82785 -0.79172
H 2.50120 -1.51703 -0.96926
N -0.52968 -0.01415 -0.02612
N -1.86274 -1.59654 0.44368
F 2.56894 -0.03138 0.47720
S -0.38250 1.72586 -0.15665
```

Energy   -724.69694 hartree
Total charge   0
Spin multiplicity   1


ORCA calculation (ωB97M-V/def2-TZVPD) on a molecular structure, C3H5FN2S2 at a distorted geometry.

XYZ file:
```
13
Properties=species:S:1:pos:R:3
C -0.10003 -0.26189 0.10024
C -0.81716 -1.14079 -0.81118
C -0.85915 0.86131 0.58416
H 3.14550 -0.45894 0.80403
H 2.22340 0.68930 2.10763
H -2.06691 -0.97633 -0.93085
H -0.60785 -2.51573 -0.67264
H -1.54004 1.34413 -1.72160
N 2.21850 -0.00517 1.07697
N 1.21361 -0.53680 0.32536
F -0.21448 -0.46667 -2.17835
S -2.09036 1.64997 -0.55033
S -0.50504 1.81762 1.86654
```

Energy   -1122.85771 hartree
Total charge   0
Spin multiplicity   1


Gap between HOMO and LUMO per entry: 10.8 9.1 12.3 9.5 7.4 8.9 9.3 7.5 eV
ΔE to the lowest compared entry with this formula, charge and spin per entry: 2.2137 0.0140 3.8692 0.0000 2.4360 3.2545 4.6175 5.4201 eV